No. 1
Below is a molecular structure, C34H43N3RuSb, with properties calculated with the ωB97M-V functional and the def2-TZVPD basis.

Results
* energy above the lowest of the compared OMol25 structures with the same formula, charge and spin: 0.233 eV
* spin multiplicity: 5
* orbital gap (alpha / beta): 4.81 / 7.28 eV
* electronic energy: -49537.413 eV
* total charge: +1
* E_LUMO (alpha / beta): -3.206 / -4.027 eV

Positions of all 82 atoms, in Å:
Ru1 0.23 -0.01 -0.42
C1 -0.14 -4.35 -0.52
C2 -0.27 -4.65 0.85
C3 -0.25 -3.64 1.77
C4 -0.09 -2.31 1.35
N1 0.05 -2.03 0.00
C5 0.01 -3.05 -0.89
C6 -0.11 -1.17 2.23
C7 -0.27 -1.15 3.62
C8 -0.38 0.05 4.27
C9 -0.36 1.27 3.54
C10 -0.19 1.22 2.19
N2 -0.02 0.02 1.56
C11 -0.22 2.36 1.25
C12 -0.34 3.68 1.64
C13 -0.41 4.67 0.68
C14 -0.37 4.33 -0.67
C15 -0.24 3.00 -1.00
N3 -0.14 2.03 -0.07
H1 -0.15 -5.13 -1.28
H2 -0.40 -5.67 1.17
H3 -0.36 -3.85 2.82
H4 0.12 -2.75 -1.93
H5 -0.33 -2.08 4.17
H6 -0.50 0.07 5.34
H7 -0.49 2.21 4.05
H8 -0.38 3.93 2.69
H9 -0.50 5.71 0.98
H10 -0.45 5.07 -1.45
H11 -0.20 2.66 -2.03
C16 5.55 0.87 1.91
C17 4.04 0.88 1.76
C18 3.41 0.16 2.96
C19 3.55 2.33 1.73
Sb1 3.24 -0.07 -0.04
C20 4.08 -2.09 -0.16
C21 5.59 -2.12 -0.01
C22 3.67 -2.71 -1.50
C23 3.43 -2.92 0.95
C24 4.05 1.09 -1.71
C25 4.00 0.23 -2.97
C26 5.48 1.59 -1.50
C27 3.11 2.29 -1.89
H12 5.81 1.38 2.85
H13 6.07 1.40 1.11
H14 5.97 -0.13 1.97
H15 3.64 0.72 3.87
H16 3.82 -0.84 3.09
H17 2.32 0.08 2.88
H18 3.77 2.80 2.70
H19 2.47 2.41 1.58
H20 4.05 2.92 0.96
H21 6.11 -1.43 -0.68
H22 5.95 -3.13 -0.26
H23 5.91 -1.91 1.01
H24 4.29 -2.36 -2.32
H25 2.63 -2.52 -1.76
H26 3.80 -3.79 -1.43
H27 3.57 -2.50 1.94
H28 3.89 -3.92 0.95
H29 2.36 -3.06 0.78
H30 4.81 -0.49 -3.00
H31 4.13 0.88 -3.85
H32 3.05 -0.30 -3.10
H33 6.18 0.80 -1.23
H34 5.53 2.37 -0.74
H35 5.84 2.04 -2.44
H36 2.08 1.97 -2.04
H37 3.42 2.85 -2.78
H38 3.13 2.97 -1.04
C28 0.14 -0.04 -2.30
C29 -0.14 0.03 -3.66
C30 0.76 0.64 -4.57
C31 0.47 0.66 -5.92
C32 -0.72 0.12 -6.40
C33 -1.63 -0.45 -5.51
C34 -1.35 -0.51 -4.16
H39 1.68 1.08 -4.20
H40 1.17 1.12 -6.61
H41 -0.94 0.15 -7.46
H42 -2.56 -0.86 -5.88
H43 -2.06 -0.96 -3.47

***

No. 2
Below is 9 unconnected molecules or ions with the total composition C34H43N7O6 at a distorted geometry, with properties calculated with the ωB97M-V functional and the def2-TZVPD basis.

Results
* energy above the lowest of the compared OMol25 structures with the same formula, charge and spin: 0.000 eV
* orbital gap: 8.61 eV
* SMILES string: c1cc[nH]c1.c1cc[nH]c1.c1cc[nH]c1.c1cc[nH]c1.c1cc[nH]c1.c1cc[nH]c1.c1cc[nH]c1.O=C1OCCO1.O=C1OCCO1
* electronic energy: -58668.425 eV
* E_LUMO: 0.457 eV

Positions of all 90 atoms, in Å:
C1 1.02 6.11 -1.63
C2 0.13 6.59 -0.59
C3 -0.86 5.68 -0.40
N1 -0.58 4.58 -1.19
C4 0.51 4.88 -2.00
H1 1.88 6.69 -1.93
H2 0.26 7.41 0.08
H3 -1.81 5.83 0.11
H4 -1.24 3.84 -1.31
H5 0.99 4.10 -2.52
C5 -0.92 -4.17 2.88
C6 -1.69 -3.71 3.98
C7 -2.70 -4.61 4.09
N2 -2.62 -5.51 3.03
C8 -1.56 -5.19 2.26
H6 0.04 -3.78 2.56
H7 -1.44 -3.00 4.76
H8 -3.54 -4.65 4.75
H9 -3.42 -6.08 2.83
H10 -1.34 -5.71 1.35
C9 -4.96 -4.16 -1.88
C10 -5.17 -3.79 -0.48
C11 -3.96 -3.70 0.10
N3 -2.99 -4.02 -0.81
C12 -3.59 -4.34 -2.02
H11 -5.67 -4.45 -2.59
H12 -6.11 -3.60 -0.02
H13 -3.66 -3.30 1.08
H14 -2.05 -3.74 -0.67
H15 -2.90 -4.44 -2.82
C13 0.60 1.27 -4.91
C14 1.67 0.41 -5.14
C15 1.24 -0.82 -4.76
N4 -0.03 -0.73 -4.23
C16 -0.43 0.57 -4.30
H16 0.55 2.36 -4.96
H17 2.61 0.68 -5.62
H18 1.64 -1.81 -4.68
H19 -0.45 -1.52 -3.76
H20 -1.41 0.95 -4.04
C17 2.56 1.14 5.09
C18 3.31 1.67 6.13
C19 3.38 3.01 5.90
N5 2.71 3.32 4.75
C20 2.28 2.14 4.20
H21 2.15 0.14 4.88
H22 3.71 1.15 6.98
H23 3.86 3.84 6.44
H24 2.79 4.20 4.31
H25 1.84 2.02 3.17
C21 4.71 2.87 1.43
C22 5.52 3.11 0.27
C23 4.71 3.77 -0.65
N6 3.51 3.93 -0.05
C24 3.49 3.47 1.25
H26 4.94 2.40 2.38
H27 6.62 2.97 0.17
H28 4.93 4.36 -1.54
H29 2.72 4.42 -0.47
H30 2.62 3.57 1.88
C25 1.94 0.06 1.15
C26 0.49 -0.20 1.01
C27 0.20 0.09 -0.33
N7 1.37 0.39 -0.98
C28 2.43 0.37 -0.12
H31 2.46 -0.01 2.09
H32 -0.20 -0.39 1.87
H33 -0.71 0.03 -0.83
H34 1.48 0.48 -1.96
H35 3.42 0.64 -0.37
O1 -3.47 3.01 -1.10
C29 -3.92 1.91 -1.09
O2 -4.61 1.33 -0.08
C30 -4.99 -0.02 -0.42
C31 -4.37 -0.23 -1.83
O3 -3.84 1.06 -2.13
H36 -4.48 -0.66 0.21
H37 -6.04 -0.37 -0.27
H38 -5.18 -0.48 -2.46
H39 -3.57 -0.96 -1.79
O4 -0.63 -3.33 -2.92
C32 0.25 -3.44 -2.15
O5 1.50 -3.19 -2.47
C33 2.27 -3.13 -1.23
C34 1.35 -3.86 -0.25
O6 0.08 -3.80 -0.89
H40 3.27 -3.56 -1.37
H41 2.36 -2.11 -0.95
H42 1.21 -3.29 0.66
H43 1.56 -4.94 -0.09

***

No. 3
Below is a molecular structure, C34H44ClN4O5S3Ti, with properties calculated with the ωB97M-V functional and the def2-TZVPD basis.

Results
* energy above the lowest of the compared OMol25 structures with the same formula, charge and spin: 0.087 eV
* spin multiplicity: 2
* orbital gap (alpha / beta): 6.51 / 6.84 eV
* electronic energy: -120304.586 eV
* total charge: +2
* E_LUMO (alpha / beta): -5.904 / -5.573 eV

Positions of all 92 atoms, in Å:
Ti1 -0.41 0.60 -0.06
C1 -3.17 1.03 1.55
C2 -2.23 2.11 2.05
N1 -0.81 1.71 1.92
C3 -0.28 0.95 3.07
C4 -0.78 -0.49 3.17
S1 -0.67 -1.43 1.61
C5 -2.39 -1.91 1.28
C6 -3.08 -1.04 0.23
N2 -2.66 0.38 0.32
H1 -4.16 1.46 1.37
H2 -3.30 0.26 2.31
H3 -2.46 2.36 3.09
H4 -2.36 3.02 1.46
H5 -0.25 2.56 1.87
H6 -0.53 1.46 4.00
H7 0.81 0.97 2.97
H8 -1.80 -0.54 3.52
H9 -0.17 -1.02 3.90
H10 -2.91 -1.91 2.23
H11 -2.37 -2.94 0.93
H12 -4.16 -1.12 0.34
H13 -2.82 -1.38 -0.77
H14 -3.04 0.87 -0.49
C7 -2.86 2.48 -4.06
N3 -3.73 3.50 -3.52
C8 -4.74 4.15 -4.36
C9 -5.47 5.08 -3.37
N4 -4.68 4.91 -2.16
C10 -3.71 4.01 -2.29
S2 -2.63 3.62 -1.04
H15 -3.44 1.60 -4.33
H16 -2.13 2.21 -3.31
H17 -2.35 2.85 -4.95
H18 -5.41 3.40 -4.79
H19 -4.25 4.69 -5.17
H20 -6.50 4.77 -3.21
H21 -5.46 6.12 -3.70
H22 -4.79 5.43 -1.31
C11 -1.54 -5.60 -1.75
C12 -0.09 -5.24 -1.83
C13 0.90 -6.17 -1.55
C14 2.25 -5.83 -1.65
Cl1 3.46 -7.01 -1.27
C15 2.63 -4.55 -2.02
C16 1.65 -3.60 -2.28
C17 0.31 -3.95 -2.20
O1 -0.73 -3.07 -2.45
C18 -0.45 -1.89 -3.18
C19 -0.37 -0.80 -2.14
O2 -1.31 0.03 -1.93
O3 0.60 -0.77 -1.32
H23 -1.66 -6.63 -1.44
H24 -2.02 -5.48 -2.72
H25 -2.08 -4.96 -1.05
H26 0.63 -7.18 -1.26
H27 3.67 -4.29 -2.08
H28 1.95 -2.59 -2.52
H29 -1.27 -1.71 -3.88
H30 0.49 -1.95 -3.73
O4 0.49 2.98 -2.14
C20 -0.11 2.44 -1.35
O5 1.47 0.89 0.61
S3 2.91 0.44 0.21
C21 3.75 2.04 0.13
C22 3.52 2.89 1.34
C23 2.37 3.68 1.43
C24 2.14 4.45 2.55
C25 3.06 4.45 3.60
C26 4.21 3.69 3.50
C27 4.45 2.92 2.37
C28 3.56 -0.23 1.76
C29 3.48 -1.73 1.84
C30 4.34 -2.39 2.72
C31 4.27 -3.76 2.87
C32 3.33 -4.49 2.16
C33 2.48 -3.85 1.27
C34 2.56 -2.47 1.11
H31 3.37 2.49 -0.79
H32 4.80 1.79 -0.05
H33 1.68 3.71 0.59
H34 1.26 5.08 2.60
H35 2.88 5.06 4.47
H36 4.94 3.72 4.30
H37 5.37 2.35 2.30
H38 2.99 0.28 2.54
H39 4.59 0.13 1.85
H40 5.08 -1.82 3.28
H41 4.94 -4.26 3.55
H42 3.28 -5.57 2.28
H43 1.77 -4.41 0.70
H44 1.91 -2.00 0.38

***

No. 4
Below is 2 unconnected molecules or ions with the total composition C34H44F9N4O8 at a distorted geometry, with properties calculated with the ωB97M-V functional and the def2-TZVPD basis.

Results
* energy above the lowest of the compared OMol25 structures with the same formula, charge and spin: 0.000 eV
* orbital gap: 8.37 eV
* electronic energy: -82759.815 eV
* total charge: +1
* E_LUMO: -2.821 eV

Positions of all 99 atoms, in Å:
C1 -4.60 -0.02 -4.61
C2 -3.65 0.14 -3.42
C3 -3.58 -1.16 -2.63
C4 -2.59 -1.36 -1.46
C5 -2.91 -2.77 -0.88
C6 -2.79 -2.97 0.62
O1 -4.06 -2.63 1.18
C7 -4.17 -2.82 2.57
C8 -3.69 -1.61 3.34
F1 -2.34 -1.42 3.14
F2 -4.32 -0.50 2.89
C9 -3.91 -1.73 4.87
F3 -3.69 -3.02 5.24
F4 -5.19 -1.44 5.12
C10 -3.00 -0.80 5.72
F5 -3.60 -0.69 6.92
F6 -2.96 0.41 5.16
C11 -1.55 -1.36 5.94
F7 -1.24 -1.28 7.25
F8 -0.68 -0.60 5.24
C12 -2.80 -0.25 -0.44
O2 -1.76 0.00 0.49
C13 -0.44 -0.37 0.16
N1 0.47 0.38 0.97
C14 -0.15 -0.31 -1.35
C15 -0.34 1.03 -2.05
C16 0.27 2.24 -1.39
C17 -0.36 2.87 -0.33
C18 0.22 4.00 0.25
C19 1.42 4.51 -0.22
C20 2.04 3.91 -1.32
C21 3.29 4.50 -1.90
C22 1.45 2.79 -1.88
O3 1.07 -0.97 -1.53
C23 2.17 -0.40 -2.24
C24 3.21 -1.49 -2.34
O4 2.59 -2.65 -2.86
C25 3.37 -3.82 -2.69
C26 4.68 -3.81 -3.47
N2 -1.09 -1.42 -1.89
C27 -0.83 -1.76 -3.33
O5 -0.86 -0.94 -4.17
N3 -0.52 -3.11 -3.54
C28 -1.48 -3.85 -4.25
O6 -1.98 -3.58 -5.27
F9 -1.75 -4.97 -3.56
H1 -5.59 -0.33 -4.27
H2 -4.71 0.94 -5.12
H3 -4.21 -0.75 -5.32
H4 -2.70 0.49 -3.78
H5 -4.06 0.93 -2.78
H6 -4.55 -1.27 -2.15
H7 -3.51 -2.02 -3.31
H8 -2.32 -3.54 -1.38
H9 -3.94 -3.01 -1.14
H10 -2.02 -2.36 1.09
H11 -2.57 -4.01 0.84
H12 -3.65 -3.72 2.91
H13 -5.23 -2.95 2.79
H14 -1.45 -2.39 5.61
H15 -3.69 -0.51 0.14
H16 -3.03 0.69 -0.95
H17 -0.31 -1.44 0.40
H18 1.21 0.84 0.45
H19 0.90 -0.22 1.67
H20 -1.41 1.20 -2.12
H21 -0.01 0.97 -3.08
H22 -1.29 2.50 0.08
H23 -0.28 4.48 1.08
H24 1.88 5.38 0.24
H25 3.39 4.19 -2.94
H26 3.15 5.59 -1.93
H27 4.18 4.26 -1.34
H28 1.94 2.34 -2.74
H29 2.59 0.43 -1.67
H30 1.88 -0.08 -3.24
H31 4.02 -1.14 -2.98
H32 3.63 -1.70 -1.35
H33 3.57 -4.00 -1.63
H34 2.75 -4.64 -3.05
H35 5.45 -3.24 -2.96
H36 4.53 -3.45 -4.48
H37 5.05 -4.83 -3.53
H38 -0.71 -2.21 -1.37
H39 -0.15 -3.60 -2.73
C29 4.20 4.41 5.69
C30 3.15 4.24 4.80
C31 3.41 4.01 3.45
C32 4.73 3.95 3.04
C33 5.79 4.12 3.91
C34 5.52 4.35 5.24
N4 5.01 3.69 1.62
O7 4.05 3.58 0.87
O8 6.17 3.61 1.27
H40 4.00 4.59 6.74
H41 2.13 4.29 5.14
H42 2.61 3.88 2.75
H43 6.81 4.07 3.54
H44 6.33 4.48 5.94

***

No. 5
Below is a molecular structure, C34H44MoNO8S2Te at a distorted geometry, with properties calculated with the ωB97M-V functional and the def2-TZVPD basis.

Results
* spin multiplicity: 3
* orbital gap (alpha / beta): 5.56 / 6.08 eV
* electronic energy: -84663.490 eV
* total charge: -1
* E_LUMO (alpha / beta): 1.140 / 1.212 eV

Positions of all 91 atoms, in Å:
Mo1 -0.26 -0.04 -2.05
C1 -1.88 1.87 4.30
C2 -2.69 2.89 3.48
C3 -4.21 2.67 3.78
C4 -2.25 4.34 3.86
C5 -2.44 2.67 2.02
C6 -1.17 2.20 1.62
C7 -1.05 1.56 0.39
N1 0.05 0.94 -0.10
C8 0.80 0.00 0.63
C9 1.76 0.47 1.52
C10 2.58 -0.45 2.15
C11 2.27 -1.79 1.95
C12 1.38 -2.32 1.00
C13 0.58 -1.38 0.31
O1 -0.22 -1.66 -0.70
C14 1.32 -3.78 0.69
C15 0.83 -4.20 -0.74
C16 0.32 -4.38 1.68
C17 2.80 -4.33 0.78
C18 3.73 0.01 3.06
C19 4.83 0.68 2.16
C20 4.38 -1.12 3.84
C21 3.16 1.03 4.10
C22 -2.14 1.53 -0.53
O2 -2.03 0.77 -1.62
C23 -3.26 2.37 -0.28
C24 -3.37 2.88 1.01
C25 -4.23 2.68 -1.40
C26 -5.07 1.46 -1.87
C27 -3.43 3.25 -2.59
C28 -5.25 3.77 -0.99
H1 -2.12 1.90 5.35
H2 -2.09 0.88 3.93
H3 -0.78 2.04 4.27
H4 -4.44 2.69 4.83
H5 -4.85 3.39 3.27
H6 -4.51 1.67 3.48
H7 -2.22 4.52 4.93
H8 -1.25 4.52 3.45
H9 -2.94 5.07 3.40
H10 -0.28 2.32 2.26
H11 1.79 1.58 1.75
H12 2.79 -2.53 2.58
H13 -0.18 -3.94 -1.04
H14 1.51 -3.80 -1.52
H15 0.82 -5.30 -0.82
H16 -0.66 -3.94 1.50
H17 0.31 -5.46 1.59
H18 0.62 -4.11 2.68
H19 3.46 -3.51 0.50
H20 3.07 -4.64 1.81
H21 2.98 -5.15 0.13
H22 5.24 -0.08 1.51
H23 4.46 1.49 1.55
H24 5.62 1.13 2.82
H25 4.79 -1.87 3.20
H26 5.16 -0.76 4.47
H27 3.64 -1.58 4.53
H28 2.65 1.86 3.58
H29 2.40 0.52 4.73
H30 3.90 1.40 4.78
H31 -4.28 3.45 1.21
H32 -4.46 0.72 -2.39
H33 -5.57 0.96 -1.07
H34 -5.83 1.81 -2.56
H35 -2.73 2.54 -3.03
H36 -4.10 3.67 -3.38
H37 -2.83 4.12 -2.22
H38 -5.89 3.45 -0.16
H39 -4.74 4.67 -0.66
H40 -5.89 3.97 -1.84
O3 -1.50 -2.28 -5.84
S1 -0.65 -1.42 -5.04
O4 -0.35 -0.03 -5.46
O5 -1.05 -1.44 -3.59
C29 1.01 -2.21 -5.17
C30 1.09 -3.29 -6.02
C31 2.28 -3.72 -6.58
C32 3.48 -3.25 -6.07
C33 3.44 -2.30 -5.07
C34 2.27 -1.69 -4.70
S2 2.57 -0.41 -3.50
O6 3.92 -0.42 -3.02
O7 2.10 0.81 -4.14
O8 1.65 -0.85 -2.36
H41 0.16 -3.73 -6.33
H42 2.29 -4.47 -7.36
H43 4.45 -3.60 -6.44
H44 4.34 -1.93 -4.54
Te1 0.08 1.98 -3.63